1.
Below is C12H24AgF3N3O4STa as an isolated structure, with properties calculated with wB97M-V/def2-TZVPD.

Last column: natural (NBO) charge in e.
Geometry (Å):
N  1.77  -0.36  0.66  -1.010
C  2.87  -1.04  0.98  1.025
O  3.84  -1.26  0.19  -0.452
Ag  2.57  -0.69  -1.55  0.989
Ta  -0.07  -0.09  0.34  2.295
N  -0.63  -1.58  -0.92  -0.717
N  -0.37  1.61  -0.68  -0.684
C  -0.49  -3.03  -0.59  0.111
C  0.25  2.96  -0.77  0.108
C  0.70  -3.63  -1.36  -0.616
C  -1.79  -3.79  -0.92  -0.636
C  -0.21  -3.15  0.92  -0.642
C  -0.05  3.59  -2.15  -0.629
C  -0.29  3.88  0.35  -0.623
C  1.77  2.82  -0.62  -0.609
H  0.61  -3.45  -2.45  0.223
H  0.76  -4.73  -1.21  0.269
H  1.65  -3.20  -1.00  0.165
H  -2.65  -3.31  -0.42  0.232
H  -1.71  -4.83  -0.55  0.256
H  -1.98  -3.83  -2.00  0.229
H  0.68  -2.58  1.22  0.196
H  -0.03  -4.21  1.19  0.277
H  -1.08  -2.80  1.51  0.250
H  0.25  2.90  -2.96  0.214
H  0.50  4.53  -2.27  0.256
H  -1.13  3.82  -2.28  0.231
H  -1.39  3.95  0.32  0.226
H  0.12  4.90  0.26  0.257
H  0.00  3.47  1.34  0.211
H  2.02  2.30  0.32  0.203
H  2.25  3.82  -0.62  0.269
H  2.18  2.25  -1.48  0.189
C  -1.78  1.53  -1.08  -0.445
H  -2.19  0.53  -0.81  0.212
H  -2.43  2.28  -0.58  0.253
H  -1.92  1.62  -2.18  0.250
C  -1.22  -1.29  -2.23  -0.449
H  -2.31  -1.49  -2.27  0.242
H  -1.05  -0.23  -2.48  0.212
H  -0.75  -1.90  -3.04  0.232
F  1.34  0.93  5.56  -0.240
C  0.70  1.28  4.39  0.787
F  -0.36  2.11  4.69  -0.266
F  1.59  1.94  3.56  -0.303
S  0.08  -0.20  3.56  2.012
O  1.14  -1.26  3.25  -0.860
O  -0.72  -0.98  4.62  -0.778
O  -1.05  -0.13  2.26  -0.921

Output
total charge: +2
HOMO level: -0.600 Ha
F_max: 12.679 eV Å⁻¹
electronic energy: -50010.496 eV
frontier orbital gap: 5.1 eV
M: 652.2 g/mol

2.
Below is a single C9H17N2P molecule, with properties calculated with wB97M-V/def2-TZVPD.

Last column: natural (NBO) charge in e.
Geometry (Å):
C  2.30  0.64  -0.55  -0.667
C  1.08  -0.03  -1.12  -0.235
C  0.71  0.15  -2.41  -0.217
C  -0.70  -0.33  -2.94  -0.349
C  -0.56  -1.84  -3.23  -0.584
C  -1.79  -0.12  -1.99  0.143
N  -1.83  -0.44  -0.78  -0.679
P  -0.36  -1.07  -0.03  1.086
N  -0.49  0.12  1.12  -0.961
C  -0.49  0.00  2.55  -0.029
C  -1.16  1.16  3.22  -0.613
C  0.96  0.11  3.13  -0.619
H  2.19  1.67  -0.59  0.217
H  3.21  0.32  -1.18  0.233
H  2.41  0.37  0.61  0.217
H  1.33  0.67  -3.16  0.204
H  -1.01  0.19  -3.86  0.223
H  -0.44  -2.44  -2.31  0.217
H  0.19  -2.04  -3.98  0.217
H  -1.55  -2.21  -3.70  0.204
H  -2.78  0.43  -2.35  0.173
H  -0.03  0.95  0.76  0.382
H  -0.92  -1.00  2.74  0.199
H  -1.22  0.87  4.26  0.209
H  -0.61  2.12  3.15  0.202
H  -2.13  1.24  2.79  0.221
H  1.14  1.17  3.07  0.197
H  1.68  -0.53  2.61  0.206
H  0.87  -0.13  4.16  0.205

Output
HOMO level: -0.313 Ha
F_max: 4.004 eV Å⁻¹
SMILES string: CC1=C[C@@H](C)C=NP1NC(C)C
electronic energy: -21875.463 eV
relative energy (zero: lowest compared OMol25 entry of this formula, charge and spin): 17.0 kcal/mol
frontier orbital gap: 9.5 eV
M: 184.2 g/mol

3.
Below is C5H13O5S2Sr2 as an isolated structure, with properties calculated with wB97M-V/def2-TZVPD.

Last column: natural (NBO) charge in e.
Geometry (Å):
Sr  10.41  -28.25  5.71  1.753
Sr  8.81  -18.96  3.29  1.828
O  9.97  -22.22  9.54  -0.677
C  10.38  -22.41  8.26  0.925
O  10.65  -21.49  7.47  -0.693
O  10.39  -23.53  7.87  -0.760
H  9.92  -23.18  9.61  0.484
C  4.61  -23.33  15.62  -0.816
S  5.39  -24.06  17.12  1.230
O  5.34  -25.54  16.88  -0.916
C  4.05  -23.69  18.42  -0.785
H  4.84  -22.27  15.73  0.222
H  3.53  -23.43  15.51  0.239
H  5.14  -23.62  14.71  0.242
H  3.20  -24.32  18.19  0.241
H  3.74  -22.65  18.44  0.235
H  4.47  -24.02  19.37  0.247
C  10.52  -14.43  9.36  -0.810
S  8.96  -14.78  8.51  1.240
O  9.47  -15.60  7.35  -1.042
C  8.18  -16.04  9.61  -0.844
H  10.35  -13.94  10.32  0.244
H  11.05  -13.85  8.60  0.249
H  11.14  -15.32  9.42  0.242
H  7.17  -16.31  9.31  0.237
H  7.90  -15.76  10.63  0.250
H  8.80  -16.94  9.67  0.238

Output
total charge: +3
HOMO level: -0.456 Ha
F_max: 7.043 eV Å⁻¹
electronic energy: -38940.993 eV
relative energy (zero: lowest compared OMol25 entry of this formula, charge and spin): 167.7 kcal/mol
frontier orbital gap: 1.1 eV
M: 392.5 g/mol

What is the formula in the second record?
C9H17N2P

Look up the electronic energy of the third one.
-38940.993 eV

Look up the frontier orbital gap of the first one.
5.1 eV

What is the HOMO level in the second record?
-0.313 Ha